No. 1
Density functional theory data (wB97M-V/def2-TZVPD) for an isolated molecule of C5H11NO at a distorted geometry.

Properties
Orbital gap (eV): 9.936
ΔE to the lowest compared entry with this formula, charge and spin (kcal per mole): 20.8
HOMO energy (eV): -9.04
LUMO energy (eV): 0.898
Structure (SMILES): CCN(C)C(C)=O

XYZ file:
```
18
Properties=species:S:1:pos:R:3:forces:R:3:mulliken_charge:R:1
C -1.47068 -1.39568 -0.58479 -0.576 -0.158 0.294 -1.20
C -1.06979 -0.59484 0.63586 1.416 -0.696 -0.285 0.76
N -0.22475 0.46761 0.39051 -0.602 -0.257 -0.005 0.11
C 0.63462 0.49961 -0.76990 0.416 1.094 -0.573 -0.74
C 1.83073 -0.45782 -0.66433 -0.059 0.890 1.572 -1.08
C -0.23358 1.56613 1.32454 0.133 0.803 0.199 -1.10
O -1.41041 -0.91912 1.75321 -0.631 0.365 0.216 -0.62
H -2.16757 -2.15831 -0.26045 -0.258 0.024 0.164 0.35
H -0.69148 -1.95054 -1.10108 0.363 0.456 -0.057 0.31
H -1.98804 -0.70086 -1.24214 0.068 -0.166 -0.441 0.32
H 0.97093 1.54311 -0.84982 0.242 -0.237 0.169 0.47
H 0.13868 0.40238 -1.73755 -0.518 -0.536 0.208 0.39
H 2.23952 -0.71419 -1.63352 0.045 -0.422 0.056 0.32
H 1.56194 -1.26389 0.02855 -0.116 -0.523 -0.912 0.33
H 2.59769 0.02489 -0.03839 0.109 0.121 -0.543 0.35
H -0.90600 2.37082 0.98744 -0.057 -0.237 0.086 0.31
H -0.54419 1.22198 2.30195 -0.185 -0.121 0.067 0.37
H 0.73236 2.05874 1.45991 0.209 -0.402 -0.213 0.37
```
Forces are in eV/Å.


No. 2
Density functional theory data (wB97M-V/def2-TZVPD) for a cluster of 2 separate species, C2H8N2O in total at a distorted geometry.

Properties
Orbital gap (eV): 9.502
ΔE to the lowest compared entry with this formula, charge and spin (kcal per mole): 37.2
HOMO energy (eV): -8.93
LUMO energy (eV): 0.574
Structure (SMILES): [H]/N=C/NC.O

XYZ file:
```
13
Properties=species:S:1:pos:R:3:forces:R:3:mulliken_charge:R:1
C 0.78979 -0.97711 0.74549 0.731 -1.051 0.353 -0.79
N 1.52793 0.22340 0.43163 -1.405 0.984 1.234 -0.24
C 1.13421 1.46504 0.87121 0.043 -0.298 0.389 0.10
N 1.47074 2.55964 0.34338 0.521 0.274 -0.777 -0.67
H 0.46823 -1.45385 -0.18243 0.172 -0.315 0.138 0.26
H -0.09944 -0.94957 1.37640 -0.048 1.176 -0.152 0.32
H 1.44161 -1.61908 1.35704 -0.086 -0.394 -0.595 0.28
H 2.21729 0.16263 -0.27262 0.462 0.114 -0.785 0.23
H 0.55312 1.43166 1.79140 -0.363 -0.288 0.034 0.26
H 1.12321 3.37230 0.83872 -0.029 -0.206 0.163 0.25
H -3.94176 -2.26484 -2.90279 -0.339 -0.168 0.213 0.32
H -2.97915 -2.07444 -1.78800 -0.371 -0.190 0.297 0.31
O -3.87862 -2.40562 -1.94644 0.711 0.362 -0.511 -0.64
```
Forces are in eV/Å.


No. 3
Density functional theory data (wB97M-V/def2-TZVPD) for a cluster of 2 separate species, C6H12N2 in total.

Properties
Orbital gap (eV): 9.517
ΔE to the lowest compared entry with this formula, charge and spin (kcal per mole): 4.2
HOMO energy (eV): -8.62
LUMO energy (eV): 0.893
Structure (SMILES): Cc1c[nH]cn1.CC

XYZ file:
```
20
Properties=species:S:1:pos:R:3:forces:R:3:mulliken_charge:R:1
C -1.02299 2.10834 -1.24040 0.198 0.760 -0.255 -0.59
C -1.98848 2.68506 -2.29038 -0.115 -0.519 -0.278 -0.90
H -0.55194 2.91137 -0.66942 -0.195 0.050 0.131 0.33
H -1.53628 1.46000 -0.54152 0.159 -0.278 0.008 0.09
H -0.17688 1.61864 -1.71356 -0.126 -0.504 0.050 0.27
H -1.68244 2.45643 -3.31128 0.359 0.163 -0.006 0.25
H -2.96873 2.20053 -2.24828 -0.032 0.342 0.340 0.30
H -2.08135 3.76485 -2.20608 -0.235 -0.002 -0.002 0.26
C 1.68129 -2.08754 -0.76976 0.184 0.428 0.441 -1.01
C 0.95610 -1.31874 0.29312 0.205 -0.396 -0.080 0.68
C 1.47240 -0.61656 1.34113 0.286 -0.115 -0.490 -0.61
C -0.71681 -0.54261 1.35984 -0.309 0.419 -0.152 -0.32
N -0.41496 -1.26102 0.31535 -0.147 -0.127 -0.086 -0.56
N 0.38789 -0.09629 2.00084 0.051 0.008 0.507 -0.04
H 1.65615 -3.15998 -0.58695 -0.277 -0.079 -0.099 0.25
H 2.74044 -1.81292 -0.77996 -0.150 0.099 -0.146 0.30
H 2.50976 -0.43290 1.56682 -0.162 0.118 0.333 0.39
H -1.70722 -0.20168 1.63090 0.071 -0.244 0.102 0.45
H 0.38534 0.37171 2.88974 0.093 0.115 -0.084 0.19
H 1.21378 -1.84008 -1.71789 0.141 -0.236 -0.235 0.27
```
Forces are in eV/Å.


No. 4
Density functional theory data (wB97M-V/def2-TZVPD) for an isolated molecule of C4H9Cl3Si at a distorted geometry.

Properties
Orbital gap (eV): 11.351
ΔE to the lowest compared entry with this formula, charge and spin (kcal per mole): 11.4
HOMO energy (eV): -10.90
LUMO energy (eV): 0.454
Structure (SMILES): CCCC[Si](Cl)(Cl)Cl

XYZ file:
```
17
Properties=species:S:1:pos:R:3:forces:R:3:mulliken_charge:R:1
Cl -0.11444 1.20619 -3.19803 -1.000 -0.454 0.541 -0.29
Cl -2.72173 2.29669 -1.50264 0.037 -0.921 -0.220 -0.24
Cl -2.85714 -0.69115 -3.40228 0.365 0.762 1.039 -0.24
C 1.90718 -0.00423 1.91520 1.291 -2.384 -1.015 -1.13
C 0.80546 -0.64891 1.01941 1.086 -0.659 0.807 -0.66
C 0.12626 0.28743 0.08836 -0.129 0.147 0.245 -0.36
C -1.02741 -0.40190 -0.54081 -2.073 -0.014 -1.978 -0.99
Si -1.78919 0.51672 -2.04948 1.398 0.265 -0.487 0.77
H 2.54019 -0.90288 2.35158 -1.145 2.106 -0.547 0.28
H 1.54089 0.65698 2.68788 -0.293 -0.128 0.260 0.34
H 2.56019 0.59637 1.26182 0.042 -0.243 0.325 0.31
H 1.13709 -1.50838 0.41300 0.622 0.308 0.310 0.35
H 0.08629 -1.11278 1.66924 -0.648 -0.099 0.489 0.35
H -0.26508 1.08980 0.71363 0.201 0.636 -0.506 0.24
H 0.79063 0.58930 -0.70826 0.421 0.664 0.179 0.40
H -0.90528 -1.42897 -0.88009 0.784 -0.123 -0.269 0.43
H -1.81392 -0.54028 0.16147 -0.959 0.138 0.826 0.42
```
Forces are in eV/Å.


No. 5
Density functional theory data (wB97M-V/def2-TZVPD) for a structure of composition C20H37N2O2P2SiTi at a distorted geometry.

Properties
Orbital gap (alpha / beta) (eV): 6.910 / 7.553
ΔE to the lowest compared entry with this formula, charge and spin (kcal per mole): 24.9
HOMO energy (alpha / beta) (eV): -9.63 / -10.77
LUMO energy (alpha / beta) (eV): -2.722 / -3.215
Multiplicity: 3
Expectation value of S²: 2.0057
Net charge: +1

XYZ file:
```
65
Properties=species:S:1:pos:R:3:forces:R:3:mulliken_charge:R:1
Ti -0.34130 0.53486 0.25499 -0.124 -1.129 0.406 -0.74
P 1.04686 2.34211 1.27533 -0.371 -0.101 -0.286 1.03
C 0.72498 3.52485 -0.03818 1.175 -0.493 -0.922 -1.08
C 0.58509 2.88907 -1.37379 -0.220 -0.235 0.747 0.55
N 0.03562 1.63137 -1.48029 -0.014 0.404 -0.348 0.75
C -0.32386 1.13011 -2.68292 0.174 0.606 -0.229 0.64
C -0.06386 1.82488 -3.84862 -0.493 -0.331 -0.070 -0.86
C 0.51925 3.08837 -3.78004 0.435 0.490 0.557 -0.65
C 0.86167 3.60469 -2.53240 0.074 0.356 -0.846 -0.98
C -1.07073 -0.18842 -2.73916 0.550 -0.145 -0.467 -1.16
P -2.29187 -0.45680 -1.39848 0.804 0.074 -0.096 1.53
H 1.33144 4.58457 -2.39195 -0.281 -0.373 -0.365 0.46
H -0.37999 1.37726 -4.78291 0.109 0.207 -0.065 0.51
H 0.68827 3.68169 -4.68347 0.001 -0.311 0.312 0.41
H -1.66903 -0.21507 -3.66808 0.224 -0.055 0.185 0.56
H -0.36789 -1.05083 -2.78456 -0.469 0.394 0.286 0.40
H -0.48843 4.09981 0.19521 0.443 -0.555 -0.155 0.14
H 1.44929 4.34994 -0.04336 -0.106 -0.130 -0.161 0.70
H -1.93341 2.99938 0.51328 -0.025 -0.353 0.143 0.35
O -1.64558 4.23120 0.34750 -0.698 0.177 0.204 -0.65
H -1.94591 5.12943 0.11157 -0.419 -1.034 0.189 0.22
H -2.07033 -0.41226 0.08011 0.206 -0.402 -0.253 -0.29
O -1.87436 1.76082 0.72299 -2.144 1.895 0.821 -0.34
H -2.67465 1.50557 1.23839 0.932 0.466 -0.534 0.18
C -3.61801 0.72137 -1.64369 -0.179 -0.016 -0.099 -1.23
H -4.07393 0.52552 -2.62266 -0.003 0.053 0.252 0.47
H -4.34998 0.55801 -0.84589 -0.025 0.157 -0.215 0.42
H -3.24677 1.75012 -1.60844 -0.006 -0.228 0.073 0.29
C -2.90832 -2.12840 -1.66483 -0.156 -0.210 0.013 -1.28
H -3.32088 -2.49481 -0.70956 0.119 0.015 -0.505 0.47
H -3.69788 -2.09619 -2.43547 0.314 -0.073 0.287 0.49
H -2.08205 -2.79231 -1.98611 -0.432 0.334 0.260 0.28
C 2.82778 2.29179 1.57615 0.310 0.249 0.222 -1.42
H 3.19362 3.31843 1.72086 0.083 -0.310 0.002 0.50
H 3.02541 1.69416 2.47804 0.088 0.236 -0.316 0.36
H 3.33781 1.82789 0.71927 -0.171 0.205 0.277 0.31
C 0.30123 3.11779 2.72833 0.109 0.238 0.451 -1.36
H 0.34719 2.42729 3.57236 0.033 0.141 0.048 0.39
H 0.86401 4.02660 2.96705 -0.135 -0.062 0.127 0.42
H -0.74741 3.38996 2.54906 0.417 -0.150 -0.080 0.32
C 1.04459 -0.43602 3.43459 0.109 0.074 0.217 -1.08
Si 1.49357 -1.56607 2.01049 0.841 -0.116 -0.002 -0.01
C 3.31304 -1.37632 1.53408 -0.265 0.089 0.195 -0.99
C 1.41992 -3.30816 2.70983 -0.299 -0.233 -0.041 -1.18
N 0.45239 -1.25755 0.63402 -0.217 -0.138 0.117 1.02
C 0.16604 -2.48353 -0.00936 -0.026 -1.005 0.332 0.11
C 1.01283 -2.98654 -1.02717 -0.245 0.154 0.364 -0.36
C 0.88603 -4.30570 -1.45649 -0.789 -0.277 0.176 -0.85
C -0.10376 -5.15189 -0.90606 0.696 1.091 -0.383 -0.68
C -0.94394 -4.65193 0.08337 -0.720 -0.623 -0.093 -0.83
C -0.83500 -3.35267 0.52919 0.655 1.166 -0.320 -0.46
H 1.26614 -1.00374 4.35078 -0.097 0.261 -0.116 0.58
H -0.02338 -0.18564 3.44806 0.129 0.004 0.054 0.25
H 1.63463 0.48595 3.46648 -0.189 -0.166 0.070 0.19
H 3.92240 -1.65255 2.40411 0.016 0.085 -0.167 0.34
H 3.56919 -2.05970 0.71693 -0.037 0.089 0.087 0.33
H 3.57040 -0.35706 1.23636 0.047 -0.139 -0.022 0.20
H 0.42630 -3.56014 3.10212 0.161 -0.013 -0.054 0.34
H 1.69693 -4.08198 1.98137 -0.084 0.179 0.095 0.26
H 2.12792 -3.38452 3.54840 -0.122 0.131 -0.192 0.43
H 1.83049 -2.35675 -1.40705 -0.444 -0.223 0.193 0.47
H 1.54818 -4.66754 -2.23558 -0.047 -0.087 0.098 0.41
H -0.22333 -6.15192 -1.27694 0.037 -0.298 0.003 0.47
H -1.73433 -5.30097 0.48954 0.458 0.297 -0.112 0.38
H -1.47034 -2.95091 1.33328 0.304 -0.299 -0.351 0.53
```
Forces are in eV/Å.


No. 6
Density functional theory data (wB97M-V/def2-TZVPD) for the ion C7H5N2O2 with charge -1 at a distorted geometry.

Properties
Orbital gap (eV): 8.011
ΔE to the lowest compared entry with this formula, charge and spin (kcal per mole): 44.8
HOMO energy (eV): -4.40
LUMO energy (eV): 3.608
Net charge: -1
Structure (SMILES): O=C([O-])C1=N[C@@H]1n1cccc1

XYZ file:
```
16
Properties=species:S:1:pos:R:3:forces:R:3:mulliken_charge:R:1
C -2.60643 -0.22972 0.14111 3.427 -2.231 -0.718 -0.53
C -1.75745 -1.38948 -0.13705 0.365 0.856 1.052 -0.59
C -1.77907 0.83462 0.18184 -0.428 -1.022 -0.250 -0.48
C -0.46374 -0.95933 -0.24279 -2.968 2.080 0.931 -0.25
C 1.99664 0.68184 0.36913 -0.855 -0.296 0.304 0.42
C 2.90564 -0.36690 -0.30042 0.833 0.545 1.235 0.55
C 0.69522 1.17213 -0.12857 -0.339 3.227 1.772 -0.17
N 1.72051 1.39702 1.36437 -0.843 -1.027 -2.223 -0.65
N -0.50704 0.44181 -0.01518 2.695 -2.310 -0.845 0.17
O 2.93681 -1.50567 0.16735 -0.557 -0.538 0.165 -0.69
O 3.54679 0.16649 -1.19841 0.458 0.387 -1.272 -0.68
H -3.60645 -0.34369 0.11327 -3.215 0.363 0.356 0.50
H -1.91865 -2.40505 0.16137 -0.679 -0.527 -0.655 0.33
H -2.06811 1.81534 0.24257 -0.211 2.329 0.258 0.40
H 0.38174 -1.55640 -0.30388 1.794 -0.389 -0.089 0.36
H 0.52357 2.24699 -0.41471 0.524 -1.446 -0.020 0.31
```
Forces are in eV/Å.


No. 7
Density functional theory data (wB97M-V/def2-TZVPD) for a cluster of 2 separate species, C4H9N2S in total at a distorted geometry.

Properties
Orbital gap (eV): 9.321
ΔE to the lowest compared entry with this formula, charge and spin (kcal per mole): 84.2
HOMO energy (eV): -13.93
LUMO energy (eV): -4.610
Net charge: +1

XYZ file:
```
16
Properties=species:S:1:pos:R:3:forces:R:3:mulliken_charge:R:1
C 1.11718 0.63494 -0.61474 -0.784 1.952 -0.413 0.69
C 3.17593 -0.69564 -0.18482 0.751 -0.667 -3.855 -0.88
C -2.24138 -0.34623 0.07863 -0.803 -0.456 0.911 0.01
C -2.38304 0.08847 1.52779 3.166 -0.524 -1.796 -0.97
N 1.05625 1.58291 -1.32909 -1.785 -0.724 -0.098 -0.32
N -1.18457 -0.24467 -0.61040 0.250 1.170 0.571 -0.44
S 1.66433 -0.31588 0.60326 -1.324 0.126 0.393 0.11
H 3.01830 -1.58140 -0.91989 0.446 1.262 1.591 0.31
H 3.74948 -0.94636 0.66943 1.369 -0.325 0.298 0.35
H -3.22377 -0.71583 -0.27485 0.568 0.188 -0.625 0.34
H -1.44457 0.59715 1.82267 -0.523 -0.481 0.295 0.23
H -2.70353 -0.69500 2.16484 -0.239 -0.665 0.693 0.34
H -3.11185 0.80656 1.41600 -1.936 1.762 0.352 0.34
H 0.23719 1.95480 -1.88471 1.601 -0.520 0.541 0.36
H 3.56928 0.15641 -0.85590 -0.316 -1.196 1.654 0.32
H -1.29523 -0.28024 -1.60823 -0.440 -0.901 -0.511 0.22
```
Forces are in eV/Å.


No. 8
Density functional theory data (wB97M-V/def2-TZVPD) for a structure of composition C9H20AuClIN2OPS at a distorted geometry.

Properties
Orbital gap (alpha / beta) (eV): 6.599 / 4.778
HOMO energy (alpha / beta) (eV): -15.57 / -15.53
LUMO energy (alpha / beta) (eV): -8.967 / -10.752
Multiplicity: 3
Expectation value of S²: 2.0211
Net charge: +2

XYZ file:
```
37
Properties=species:S:1:pos:R:3:forces:R:3:mulliken_charge:R:1
C -2.26292 0.97420 -0.20675 -1.291 4.536 3.482 -1.20
I -0.22732 -0.23904 -2.62878 0.526 -0.428 -1.147 0.29
H -2.12600 1.84056 0.67613 -0.465 -2.019 -2.519 0.28
H -2.95786 0.30928 0.23526 -0.222 -1.401 0.721 0.41
H -2.94736 1.37072 -0.99474 1.570 0.099 -0.187 0.35
Au 1.36480 1.12948 2.13661 -0.153 0.615 0.785 0.48
P 0.08576 2.89373 -0.80581 0.662 1.414 -1.287 0.72
C -0.57032 2.85410 -2.52323 -0.123 -0.581 0.477 -1.33
C -0.71846 4.43932 -0.14455 -0.050 -1.267 0.523 -1.13
H 2.28722 3.86304 -0.33119 -0.200 -0.112 -0.824 0.38
H 1.66943 4.40091 -1.98415 0.055 -0.827 0.659 0.42
H 2.31272 2.68662 -1.70735 -0.044 0.700 0.065 0.33
C 1.76842 3.54575 -1.26652 0.186 -0.563 0.865 -1.08
H -0.31417 4.62858 0.85261 -0.043 0.194 -0.135 0.33
H -0.54814 5.27673 -0.82168 0.081 -0.137 0.008 0.43
H -0.43991 3.84262 -2.98444 -0.239 -0.310 0.154 0.48
H -1.60972 2.50652 -2.47955 0.121 0.451 -0.410 0.35
H -1.78232 4.22784 -0.04651 -0.092 0.269 -0.001 0.39
H 0.00044 2.08535 -3.07289 -0.155 1.067 -0.023 0.27
C -0.96505 0.36016 -0.41248 -1.443 -5.020 -3.020 0.75
O -0.93122 -0.90466 -0.45253 1.018 4.081 2.155 -0.38
Cl 1.67269 3.22856 3.39214 -0.089 -1.361 -0.886 -0.11
S 0.03114 -0.79361 2.44467 -0.476 1.275 0.891 -0.37
C 0.31447 -2.25674 1.64122 -1.038 -1.829 -1.588 0.35
N 1.48046 -2.59640 1.08743 -1.762 -1.201 0.687 -0.05
C 1.78948 -4.00719 0.76662 0.287 -0.013 -0.327 -0.62
C 0.56455 -4.71085 0.20020 -0.425 0.568 -0.746 -0.48
C -0.59976 -4.53718 1.15762 -0.310 -0.043 0.350 -0.57
N -0.77285 -3.10377 1.49247 2.647 0.858 0.327 -0.12
H 2.21043 -1.94202 1.15627 1.012 0.650 0.240 0.20
H 2.16963 -4.53445 1.65548 -0.169 0.312 -0.151 0.30
H 2.59650 -3.95600 0.04487 0.087 -0.240 -0.141 0.38
H 0.75600 -5.75323 0.00520 0.226 -0.466 0.418 0.38
H 0.30605 -4.34849 -0.80872 0.095 0.355 0.422 0.24
H -0.37186 -5.07991 2.08935 -0.294 0.071 -0.260 0.30
H -1.57842 -4.87453 0.76805 0.677 0.013 0.086 0.38
H -1.65653 -2.82599 1.86966 -0.169 0.291 0.338 0.25
```
Forces are in eV/Å.